{
  "formula": "C5H9ClFN",
  "method": "ωB97M-V/def2-TZVPD",
  "symbols": ["C", "N", "C", "C", "C", "C", "F", "Cl", "H", "H", "H", "H", "H", "H", "H", "H", "H"],
  "positions_angstrom": [[0.9682, -2.1619, 0.2075], [1.7238, -0.9543, -0.1731], [1.9430, -0.0666, 1.0188], [0.9854, 0.3644, -0.0735], [-0.4162, 0.6326, 0.0662], [-1.0535, 0.2218, 1.3078], [-0.5009, 2.0250, 0.0007], [-1.5286, 0.0360, -1.3116], [-0.1013, -1.9068, 0.6384], [0.8730, -2.8513, -0.8945], [1.5830, -2.8348, 1.1164], [2.8090, 0.5529, 1.1994], [1.3042, -0.2436, 1.9863], [1.2572, 1.0498, -0.8858], [-2.0817, 0.6296, 1.5686], [-1.2520, -0.8894, 1.3976], [-0.5247, 0.3950, 2.2159]],
  "energy_ha": -810.60228,
  "smiles": "CN1C[C@@H]1[C@@](C)(F)Cl",
  "homo_lumo_gap_ev": 10.57,
  "lumo_ev": 0.82,
  "spin_multiplicity": 1,
  "relative_energy_kcal_mol": 76.63
}